(1)
Computed, not measured: C44H47As2MnN10O8 as an isolated structure in a non-equilibrium geometry, with ωB97M-V/def2-TZVPD.

Each line ends with the Löwdin spin population.
Element x y z (Å)
As: -3.01 -4.98 -1.39  0.000
As: -1.47 -1.50 -1.08  -0.005
Mn: 0.30 0.40 -0.60  1.008
O: -0.08 -3.51 1.25  -0.001
O: -2.02 -4.54 1.72  0.000
O: -0.67 -4.74 -3.33  0.000
O: -6.19 -3.46 -1.08  0.000
O: -5.49 -3.74 0.98  0.000
O: -4.31 -0.01 -0.67  0.000
O: 0.46 -2.79 -3.25  0.000
O: -4.12 -0.69 1.41  0.000
N: 6.36 7.17 -0.34  0.000
N: 1.74 1.81 -0.34  -0.007
N: -0.24 0.74 3.54  0.002
N: -0.17 0.52 1.41  -0.005
N: 0.80 -0.22 1.98  0.006
N: -1.85 4.32 -2.19  0.002
N: 4.84 -0.64 2.43  0.000
N: 3.24 -0.84 0.22  0.000
N: 0.77 -0.09 3.24  0.001
N: -0.77 2.03 -1.07  -0.007
C: -0.01 3.11 -1.32  0.000
C: 2.26 -1.09 -0.87  -0.002
C: -5.23 -3.49 -0.16  0.000
C: 1.40 3.01 -0.86  0.001
C: -3.62 -1.66 2.36  0.000
C: 2.42 1.44 -4.35  0.003
C: 3.47 0.38 0.75  0.000
C: -2.08 2.13 -1.30  0.001
C: -0.55 4.23 -1.92  -0.001
C: 4.09 6.38 -0.18  0.000
C: 3.55 3.97 -0.37  0.002
C: -3.95 -0.86 0.11  0.000
C: 2.98 1.68 0.16  0.001
C: -0.89 -3.32 -1.44  -0.003
C: 1.19 0.11 -2.77  0.007
C: 6.75 5.91 -0.52  0.000
C: 4.27 0.43 1.89  0.000
C: 2.37 -0.20 -2.09  0.001
C: -1.27 -4.07 0.91  0.000
C: 3.60 1.11 -3.67  -0.003
C: 3.81 -1.94 0.75  0.000
C: -5.92 -3.11 -2.45  0.000
C: -0.04 -5.14 -4.58  0.000
C: -2.09 -1.00 -2.88  0.003
C: 4.52 5.08 -0.36  0.000
C: 4.63 -1.81 1.86  0.000
C: -3.05 1.13 4.83  0.000
C: -1.74 3.31 4.77  0.000
C: 0.22 -3.65 2.66  0.000
C: 2.27 4.09 -0.89  -0.001
C: -3.24 -2.09 -0.39  -0.002
C: -1.37 -4.24 -0.58  -0.002
C: 5.06 7.39 -0.18  0.000
C: -0.50 1.09 4.97  0.000
C: -0.34 -3.59 -2.81  0.000
C: 1.21 0.92 -3.90  -0.003
C: -2.61 3.29 -1.85  -0.001
C: -0.82 1.11 2.40  0.001
C: 3.89 2.71 0.17  0.001
C: 3.58 0.30 -2.55  0.003
C: 5.87 4.83 -0.53  0.000
C: -3.80 -3.28 -0.61  -0.001
C: -3.72 -6.22 -0.08  0.000
C: -1.78 1.86 5.25  0.000
H: -0.54 -3.18 3.27  0.000
H: 4.54 1.49 -4.04  0.000
H: 0.27 -4.71 2.92  0.000
H: 0.30 1.12 -4.44  0.000
H: -3.82 -5.80 0.91  0.000
H: -2.62 3.85 5.11  0.000
H: 3.59 -2.88 0.29  0.000
H: -3.04 0.09 5.16  0.000
H: -3.68 3.37 -2.03  0.000
H: 5.11 -2.69 2.29  0.000
H: -3.23 1.15 3.75  0.000
H: 1.97 5.02 -1.34  0.000
H: -2.59 -1.93 2.13  0.000
H: -0.76 -5.00 -5.38  0.000
H: -3.92 1.60 5.29  0.000
H: -3.06 -7.08 -0.07  0.000
H: 0.37 1.66 5.28  0.000
H: 2.45 2.06 -5.23  0.000
H: 4.88 2.56 0.57  0.000
H: 6.25 3.83 -0.70  0.000
H: -0.87 3.84 5.15  0.000
H: 3.05 6.62 -0.02  0.000
H: -2.72 1.29 -1.08  0.000
H: -0.49 0.14 5.50  0.000
H: -5.19 -2.30 -2.51  0.000
H: -1.56 -1.57 -3.65  0.000
H: -6.87 -2.77 -2.86  0.000
H: -1.74 3.40 3.68  0.000
H: 0.19 -6.20 -4.46  0.000
H: -3.67 -1.16 3.32  0.000
H: 0.06 5.08 -2.19  0.000
H: 1.27 -1.13 -0.37  -0.001
H: 4.77 8.42 -0.03  0.000
H: 4.51 0.06 -2.05  0.000
H: -5.57 -3.99 -3.00  0.000
H: 7.81 5.76 -0.66  0.000
H: -4.69 -6.54 -0.47  0.000
H: 1.19 -3.18 2.80  0.000
H: -4.24 -2.55 2.35  0.000
H: 0.86 -4.56 -4.76  0.000
H: 0.29 -0.47 -2.56  0.002
H: -1.79 1.89 6.35  0.000
H: 4.43 1.38 2.38  0.000
H: -1.66 1.78 2.31  0.000
H: 2.37 -2.13 -1.19  -0.001
H: -1.92 0.06 -3.04  0.000
H: -3.16 -1.19 -2.93  0.000

- largest force on an atom (eV Å⁻¹) = 1.080
- charge = +3
- relative energy (zero: lowest compared OMol25 entry of this formula, charge and spin) (eV) = 0.125
- HOMO-LUMO gap (alpha / beta) (eV) = 6.3711 / 6.3638
- HOMO (alpha / beta) (eV) = -15.74 / -15.74
- expectation value of S² = 0.792
- 2S+1 = 2
- LUMO energy (alpha / beta) (eV) = -9.367 / -9.374

---

(2)
Computed, not measured: C44H47Br2MoN2O6Se as an isolated structure in a non-equilibrium geometry, with ωB97M-V/def2-TZVPD.

Each line ends with the Löwdin spin population.
Element x y z (Å)
Mo: 0.20 0.03 0.48  1.606
Br: 2.41 -2.27 1.23  0.004
Br: -4.04 2.93 -3.95  0.002
Se: 0.20 3.78 1.84  0.020
O: 1.94 0.89 -1.63  0.082
O: 0.43 -1.34 -0.74  0.050
O: 0.98 0.54 3.33  0.010
O: -2.92 -1.94 2.68  0.015
O: -1.24 -1.19 1.41  0.043
O: -1.41 1.19 2.13  0.004
N: 1.83 0.85 -0.38  0.033
N: 1.30 0.72 2.00  -0.005
C: -3.23 1.02 -1.99  -0.003
C: 1.42 5.57 -0.07  0.001
C: -1.60 -0.62 5.06  0.000
C: 1.57 6.77 -0.74  0.000
C: -5.40 2.05 1.20  0.000
C: 3.02 -3.86 -1.06  -0.002
C: -4.84 0.32 3.29  0.000
C: -1.83 1.86 6.28  0.000
C: 1.14 -2.30 -1.29  -0.001
C: 0.40 5.40 0.87  0.002
C: -2.19 -1.06 2.27  0.008
C: -1.38 0.77 7.01  0.000
C: -2.89 2.21 -2.61  0.010
C: 4.89 -5.78 -2.07  0.000
C: -0.17 -0.83 -3.72  0.001
C: 2.87 1.17 0.40  0.013
C: -2.17 1.71 4.95  0.000
C: 2.19 -2.87 -0.57  0.015
C: 4.19 1.59 -0.16  0.002
C: -6.43 1.50 1.94  0.000
C: -1.72 2.88 -2.29  -0.002
C: -0.37 -3.06 -4.77  0.000
C: 0.90 -2.82 -2.59  0.011
C: -3.79 0.84 2.54  0.000
C: 2.82 -6.72 -3.07  0.001
C: -6.15 0.64 2.99  0.000
C: 3.54 1.21 2.86  0.008
C: -0.32 7.67 0.42  0.000
C: -1.58 -2.65 -2.66  0.001
C: 4.18 -5.04 -4.33  0.001
C: 3.68 -5.45 -2.94  0.002
C: -1.27 -0.47 6.40  0.000
C: 2.56 1.04 1.76  0.042
C: 0.71 7.83 -0.50  0.001
C: -4.08 1.72 1.50  0.000
C: -1.16 1.13 -0.70  -0.018
C: -2.36 0.50 -1.04  0.007
C: 1.75 -3.81 -3.06  -0.003
C: -2.06 0.47 4.32  0.000
C: -0.87 2.34 -1.34  0.013
C: -0.28 -2.33 -3.42  0.001
C: -2.37 0.40 2.83  0.001
C: -0.48 6.47 1.09  0.001
C: 2.82 -4.35 -2.34  0.014
H: -4.61 -0.36 4.10  0.000
H: 3.81 -4.23 -0.42  0.000
H: -1.60 -2.17 -1.68  0.000
H: 3.30 0.53 3.67  0.001
H: -7.46 1.74 1.70  0.000
H: -1.09 -0.47 -4.17  0.000
H: 0.84 8.77 -1.02  0.000
H: -1.02 8.48 0.60  0.000
H: 4.95 0.83 0.00  0.001
H: -1.12 0.89 8.05  0.000
H: -2.66 -0.42 -0.54  0.000
H: 3.35 -4.95 -5.04  0.000
H: 0.50 -2.86 -5.39  0.000
H: 4.70 -4.09 -4.29  0.000
H: 1.95 -6.54 -3.70  0.000
H: 2.09 4.74 -0.27  0.000
H: 4.53 2.52 0.30  0.001
H: -6.95 0.21 3.58  0.000
H: -1.51 -1.59 4.58  0.000
H: -1.28 6.34 1.81  0.000
H: 4.86 -5.80 -4.72  0.000
H: 0.04 -0.24 -2.83  0.000
H: -1.92 2.83 6.76  0.000
H: -3.28 2.14 0.90  0.000
H: -4.15 0.52 -2.24  0.000
H: 3.48 2.23 3.25  0.003
H: -1.47 3.82 -2.77  0.000
H: 0.22 1.13 3.47  0.000
H: 1.57 -4.21 -4.05  0.000
H: 4.06 1.74 -1.23  0.000
H: 5.50 -4.89 -1.89  0.000
H: 5.52 -6.51 -2.58  0.000
H: 0.66 -0.65 -4.42  0.000
H: -2.53 2.57 4.38  0.000
H: -2.45 -2.30 -3.22  0.000
H: -5.61 2.73 0.39  0.000
H: 3.40 -7.53 -3.52  0.000
H: -0.92 -1.32 6.96  0.000
H: 2.37 6.88 -1.47  0.000
H: -1.68 -3.73 -2.51  0.000
H: -1.25 -2.68 -5.30  0.000
H: -1.62 2.15 2.15  0.000
H: 4.55 1.03 2.50  0.001
H: 2.47 -7.05 -2.09  0.000
H: -0.49 -4.14 -4.65  0.000
H: 4.59 -6.20 -1.11  0.000
H: 0.03 2.87 -1.09  0.000

- largest force on an atom (eV Å⁻¹) = 3.700
- charge = -1
- relative energy (zero: lowest compared OMol25 entry of this formula, charge and spin) (eV) = 0.875
- HOMO-LUMO gap (alpha / beta) (eV) = 6.0532 / 5.1859
- HOMO (alpha / beta) (eV) = -3.99 / -3.97
- expectation value of S² = 2.019
- 2S+1 = 3
- LUMO energy (alpha / beta) (eV) = 2.063 / 1.212

---

(3)
Computed, not measured: C44H47N3O3P2RuS as an isolated structure in a non-equilibrium geometry, with ωB97M-V/def2-TZVPD.

Each line ends with the Löwdin spin population.
Element x y z (Å)
Ru: -0.21 -0.56 -0.10  1.115
S: -0.25 2.43 -1.02  0.026
P: 1.94 0.21 -0.98  -0.029
P: -2.44 0.33 -0.75  -0.079
O: 0.58 -3.15 -0.71  0.018
O: -0.66 3.54 -1.86  0.024
O: -1.53 -2.50 -0.82  0.000
N: 0.06 -0.06 2.12  0.004
N: 0.26 -5.55 -1.36  0.000
N: 0.05 -0.68 4.37  -0.002
C: 1.41 2.91 -0.49  0.003
C: 4.02 3.63 -0.05  0.002
C: -0.63 -3.35 -0.92  0.002
C: 1.77 1.05 4.76  0.000
C: 5.63 -1.55 -0.96  0.000
C: -2.12 3.64 2.44  -0.008
C: -0.27 -2.35 2.60  0.003
C: 2.39 1.93 -0.53  0.002
C: -4.34 -1.33 0.39  -0.004
C: -2.31 2.37 -4.85  0.000
C: -1.15 3.53 1.44  0.002
C: -0.03 -0.95 3.07  0.001
C: 1.72 4.24 -0.29  0.001
C: 5.89 -1.63 0.40  -0.003
C: -1.01 -4.79 -1.33  0.000
C: -6.64 -1.45 -0.29  -0.006
C: -4.10 -0.39 -0.61  -0.013
C: -5.61 -1.86 0.55  0.000
C: -1.30 2.55 0.47  -0.004
C: 4.93 -1.24 1.32  0.000
C: 3.71 -0.77 0.89  -0.002
C: 3.45 -0.67 -0.48  -0.007
C: 1.82 -0.12 -5.55  -0.005
C: -5.12 -0.01 -1.48  -0.006
C: 1.89 0.16 -2.79  -0.006
C: -1.65 0.60 -3.37  0.000
C: 0.02 -1.74 5.37  0.000
C: -3.20 2.78 2.46  0.003
C: 0.29 0.67 4.86  0.000
C: 1.88 -1.25 -4.74  0.000
C: -3.13 2.35 -2.58  -0.003
C: 3.03 4.60 -0.04  -0.001
C: -3.06 2.95 -3.83  0.000
C: -1.62 1.19 -4.62  0.000
C: 1.88 -1.11 -3.36  -0.004
C: -6.39 -0.53 -1.30  -0.001
C: -2.42 1.17 -2.36  -0.010
C: 4.41 -1.07 -1.41  -0.003
C: -3.34 1.79 1.50  -0.007
C: -2.39 1.68 0.49  -0.006
C: 1.37 -2.41 5.62  0.000
C: 3.72 2.30 -0.30  -0.001
C: 1.85 1.30 -3.60  -0.004
C: 1.80 1.14 -4.98  0.000
H: -2.28 2.84 -5.81  0.000
H: -1.28 -2.67 2.85  0.000
H: 1.78 2.01 -5.62  0.000
H: 2.36 0.39 5.39  0.000
H: -0.71 -2.50 5.06  0.000
H: -1.05 0.74 -5.42  0.000
H: -3.52 -1.65 1.02  0.000
H: -4.19 1.12 1.51  0.000
H: 6.84 -2.00 0.74  0.000
H: 2.13 0.96 3.73  0.000
H: 1.80 -0.23 -6.62  0.000
H: -7.18 -0.23 -1.96  0.000
H: 3.28 5.63 0.14  0.000
H: 1.83 -2.74 4.70  0.000
H: -3.59 3.87 -4.00  0.000
H: 2.05 -1.74 6.14  0.000
H: -3.71 2.80 -1.79  0.000
H: -1.51 -4.77 -2.30  0.000
H: 1.86 2.29 -3.18  0.000
H: -0.03 0.72 5.90  0.000
H: 0.93 4.98 -0.35  0.000
H: 2.94 -0.46 1.59  0.000
H: 0.95 -4.80 -1.04  0.000
H: -1.10 -0.32 -3.17  0.000
H: 0.28 -6.35 -0.72  0.000
H: 6.37 -1.84 -1.68  0.000
H: 0.51 -5.90 -2.29  0.000
H: 4.51 1.56 -0.34  0.000
H: 4.21 -0.99 -2.47  0.000
H: -2.02 4.41 3.19  0.000
H: 5.05 3.91 0.10  0.000
H: -0.32 4.20 1.43  0.000
H: 1.90 -1.98 -2.71  0.000
H: -1.70 -5.19 -0.59  0.000
H: -7.63 -1.87 -0.18  0.000
H: -3.96 2.89 3.22  0.000
H: -0.15 -2.35 1.51  0.002
H: 5.15 -1.28 2.38  0.000
H: 1.92 -2.23 -5.18  0.000
H: 0.21 0.91 2.41  0.003
H: -0.34 -1.31 6.31  0.000
H: -5.80 -2.59 1.32  0.000
H: 1.21 -3.28 6.25  0.000
H: 0.43 -3.06 3.03  0.000
H: -0.33 1.38 4.30  0.000
H: -4.94 0.69 -2.28  0.000
H: 1.92 2.06 5.10  0.000

- largest force on an atom (eV Å⁻¹) = 2.159
- charge = +3
- relative energy (zero: lowest compared OMol25 entry of this formula, charge and spin) (eV) = 4.020
- HOMO-LUMO gap (alpha / beta) (eV) = 5.5745 / 6.4177
- HOMO (alpha / beta) (eV) = -15.74 / -15.83
- expectation value of S² = 0.829
- 2S+1 = 2
- LUMO energy (alpha / beta) (eV) = -10.165 / -9.412

---

(4)
Computed, not measured: C44H48N2O3P2PdS2 as an isolated structure, with ωB97M-V/def2-TZVPD.

Each line ends with the Mulliken charge.
Element x y z (Å)
Pd: -0.33 -0.35 -0.49  0.388
S: 3.52 1.55 -1.14  1.032
S: -1.93 2.27 -0.91  0.326
P: -0.57 -2.44 0.17  1.104
P: -2.93 -0.88 0.55  0.854
O: -0.99 2.17 0.24  -0.486
O: 2.75 2.52 -0.32  -0.691
O: 2.37 -0.82 0.68  -0.476
N: 3.80 0.42 1.89  0.424
N: -2.04 -2.25 1.05  -0.226
C: -2.30 0.01 3.13  -0.329
C: -6.63 -2.69 0.96  -0.697
C: 2.84 1.65 -2.82  -1.215
C: 2.55 0.08 1.48  0.363
C: 5.08 2.35 -1.52  0.074
C: -1.02 1.62 -2.34  -0.995
C: -7.03 -2.82 -0.36  -0.440
C: 0.51 -3.23 1.41  0.449
C: 7.50 3.56 -2.07  -0.402
C: -1.90 3.99 -1.43  0.131
C: -0.92 -3.86 -0.93  0.363
C: 2.36 -4.26 3.23  -0.555
C: -5.41 -2.08 1.26  -0.175
C: -4.58 -1.61 0.25  -0.044
C: -2.45 0.84 4.23  -0.555
C: -1.04 -3.62 -2.29  -0.301
C: 6.46 4.30 -1.52  -0.691
C: -1.84 6.64 -2.19  -0.394
C: -0.98 6.18 -1.20  -0.710
C: 4.07 1.54 2.78  -1.175
C: 1.19 -3.66 3.68  -0.720
C: -3.53 1.70 4.32  -0.523
C: 7.33 2.21 -2.33  -0.730
C: -1.15 -5.15 -0.45  -0.512
C: -1.00 4.85 -0.81  -0.245
C: -5.00 -1.75 -1.08  -0.385
C: -1.40 -4.64 -3.16  -0.564
C: -3.24 0.03 2.10  0.442
C: -6.21 -2.36 -1.38  -0.595
C: 1.69 -3.83 0.97  -0.393
C: -2.78 4.44 -2.40  -0.307
C: 6.12 1.59 -2.05  -0.386
C: -2.74 5.77 -2.79  -0.724
C: 1.41 1.12 -2.84  -0.612
C: 1.41 0.84 2.11  -0.737
C: -4.47 1.74 3.29  -0.665
C: 2.60 -4.34 1.87  -0.639
C: -1.63 -5.92 -2.67  -0.476
C: 5.25 3.69 -1.24  -0.370
C: 4.94 -0.33 1.40  -1.054
C: -4.32 0.91 2.19  -0.542
C: -1.51 -6.17 -1.31  -0.698
C: 0.39 2.18 -2.44  -0.186
C: 0.27 -3.15 2.78  -0.498
H: -1.91 -6.72 -3.35  0.373
H: -7.26 -3.05 1.76  0.400
H: -3.65 2.34 5.18  0.381
H: -0.28 6.87 -0.73  0.408
H: -0.35 4.46 -0.04  0.443
H: -1.64 1.85 -3.21  0.704
H: -3.42 6.13 -3.55  0.382
H: -3.49 3.75 -2.85  0.412
H: -5.12 -1.96 2.30  0.397
H: -1.82 7.68 -2.48  0.384
H: 3.88 2.49 2.28  0.309
H: 0.42 3.01 -3.16  0.417
H: 4.42 4.24 -0.80  0.424
H: 4.58 -1.10 0.72  0.236
H: -5.31 2.41 3.35  0.401
H: -1.68 -7.17 -0.93  0.413
H: 5.48 -0.80 2.23  0.367
H: -4.35 -1.39 -1.87  0.368
H: -1.71 0.81 5.03  0.420
H: 2.91 2.69 -3.15  0.481
H: -5.05 0.95 1.39  0.464
H: -6.52 -2.46 -2.41  0.406
H: 1.19 0.74 -3.85  0.493
H: -1.49 -4.45 -4.22  0.422
H: 0.99 -3.59 4.75  0.416
H: 5.64 0.33 0.87  0.423
H: 1.90 -3.88 -0.10  0.380
H: 3.47 1.49 3.69  0.366
H: 3.08 -4.65 3.94  0.391
H: -0.64 -2.69 3.14  0.309
H: 8.45 4.04 -2.28  0.391
H: -2.53 -3.06 1.42  0.367
H: 8.15 1.63 -2.74  0.390
H: 6.60 5.35 -1.30  0.403
H: 1.63 1.90 2.25  0.509
H: -1.45 -0.64 3.05  -0.196
H: 5.99 0.53 -2.23  0.431
H: 3.52 -4.81 1.51  0.416
H: 0.69 2.58 -1.47  0.134
H: -1.03 -5.36 0.61  0.412
H: -7.97 -3.29 -0.59  0.376
H: 3.51 1.04 -3.44  0.571
H: -0.86 -2.62 -2.66  0.246
H: -1.05 0.52 -2.26  0.223
H: 1.18 0.39 3.08  0.413
H: 5.12 1.51 3.07  0.390
H: 1.33 0.24 -2.18  0.031
H: 0.53 0.76 1.47  -0.530

- largest force on an atom (eV Å⁻¹) = 0.423
- relative energy (zero: lowest compared OMol25 entry of this formula, charge and spin) (eV) = 0.599
- HOMO-LUMO gap (eV) = 6.5812
- HOMO (eV) = -6.04
- LUMO energy (eV) = 0.542